No. 1
ORCA calculation (ωB97M-V with the def2-TZVPD basis set) on 5 unconnected molecules or ions with the total composition C31H64BN2O7.

The geometry in XYZ format:
```
105
Properties=species:S:1:pos:R:3
C -4.4555 5.9836 1.1003
C -5.2308 5.5870 -0.1532
C -4.3733 4.8931 -1.2178
C -5.1776 3.9010 -2.0600
C -4.5370 3.4962 -3.3950
C -3.6198 2.2755 -3.3199
C -2.5026 2.3954 -2.2864
C -1.3256 1.4660 -2.5631
C -0.2784 1.4726 -1.4375
C -0.3360 0.2564 -0.4987
C -0.0261 0.6322 0.9470
C 0.1289 -0.5341 1.9738
N -0.3104 -1.8498 1.4623
O 1.4768 -0.6923 2.2629
B 1.8244 -0.0034 3.5424
O 0.4904 0.1946 4.1911
C -0.5446 -0.1861 3.3564
C -1.3845 -1.3368 3.9479
C -0.5155 -2.3518 4.6740
N -1.2607 -3.2685 5.5689
C -1.5342 -4.5807 4.9773
C -2.1210 -4.4848 3.5749
C -0.9792 -3.1912 6.9151
C -1.3864 -4.3691 7.7919
O -0.4498 -2.2224 7.4224
H -3.8307 6.8601 0.9184
H -3.7926 5.1777 1.4188
H -5.1203 6.2148 1.9337
H -5.6740 6.4862 -0.5922
H -6.0684 4.9383 0.1192
H -3.9155 5.6333 -1.8800
H -3.5434 4.3854 -0.7233
H -6.1572 4.3474 -2.2631
H -5.3663 2.9998 -1.4652
H -3.9713 4.3438 -3.7956
H -5.3357 3.2795 -4.1108
H -4.2304 1.3895 -3.1121
H -3.1644 2.1149 -4.3032
H -2.8957 2.2202 -1.2790
H -2.1291 3.4234 -2.3032
H -1.6920 0.4448 -2.7156
H -0.8602 1.7962 -3.4972
H -0.4111 2.3792 -0.8382
H 0.7209 1.5406 -1.8725
H -1.3262 -0.2063 -0.5697
H 0.3901 -0.4878 -0.8344
H 0.9287 1.1614 0.9677
H -0.7907 1.3384 1.2902
H 0.3448 -2.1074 0.7300
H -1.2300 -1.7831 1.0345
H 2.3862 1.0968 3.3476
H 2.5724 -0.7285 4.2209
H -1.2341 0.6631 3.2160
H -1.9227 -1.8170 3.1310
H -2.1300 -0.9471 4.6479
H 0.2301 -1.8079 5.2473
H 0.0127 -2.9701 3.9451
H -2.2567 -5.1075 5.5968
H -0.6210 -5.1935 4.9596
H -1.3823 -4.2098 2.8229
H -2.9133 -3.7385 3.5494
H -2.5468 -5.4519 3.2970
H -0.6813 -5.1937 7.6644
H -1.3434 -4.0249 8.8207
H -2.3882 -4.7390 7.5825
C 0.3749 -6.1513 -0.5473
C 1.3067 -5.0589 -0.0669
O 1.5616 -4.1071 -0.7679
C 1.8902 -5.2246 1.3088
H 0.0128 -5.9134 -1.5448
H 0.8986 -7.1094 -0.5610
H -0.4696 -6.2462 0.1381
H 2.4810 -6.1403 1.3591
H 1.0895 -5.2878 2.0483
H 2.5170 -4.3673 1.5445
C 1.1228 5.2416 -3.9386
C 0.0175 5.9596 -3.2106
O -1.0498 5.4342 -2.9940
C 0.3111 7.3672 -2.7441
H 0.7979 4.2424 -4.2155
H 1.4149 5.7856 -4.8373
H 2.0040 5.1717 -3.2982
H 0.5658 7.9984 -3.5978
H 1.1702 7.3633 -2.0709
H -0.5558 7.7739 -2.2292
C 3.5525 3.1676 -8.3101
C 3.7590 3.4764 -6.8461
O 2.9286 4.0679 -6.1985
C 5.0531 3.0004 -6.2320
H 2.5904 3.5539 -8.6364
H 4.3519 3.6158 -8.9034
H 3.5901 2.0889 -8.4721
H 5.9018 3.4430 -6.7571
H 5.1363 1.9165 -6.3301
H 5.0860 3.2747 -5.1809
C 6.4443 -7.6310 0.4113
C 5.6912 -6.7393 1.3714
O 4.6503 -7.0866 1.8769
C 6.2973 -5.3885 1.6592
H 5.9103 -8.5691 0.2819
H 6.5521 -7.1312 -0.5531
H 7.4482 -7.8268 0.7928
H 6.3986 -4.8201 0.7327
H 7.2969 -5.5085 2.0819
H 5.6669 -4.8391 2.3534
```

Summary:
M, g/mol: 587.67
E, eV: -51177.043
Gap between HOMO and LUMO, eV: 5.5
E_LUMO, eV: 2.0
Charge: -1

Here are the Mulliken charges for atoms 1 to 4, given in e:
1 C -1.26
2 C -0.54
3 C -0.04
4 C -0.76


No. 2
ORCA calculation (ωB97M-V with the def2-TZVPD basis set) on 2 unconnected molecules or ions with the total composition C4H6N2O2 at a distorted geometry.

The geometry in XYZ format:
```
14
Properties=species:S:1:pos:R:3
C -0.4915 0.6339 -1.1157
C 2.2344 -1.0255 -2.1887
C 0.8553 0.0550 0.7578
C 0.2626 -1.1981 0.0702
N 0.3006 1.1536 -0.0743
N -0.5718 -0.6706 -1.0212
O 2.3694 -2.1621 -2.3954
O 2.2617 0.1140 -2.0740
H -1.1943 1.1770 -1.6372
H 0.6144 0.1878 1.7427
H 2.0188 0.0503 0.8302
H 0.7330 -2.1723 -0.0351
H 0.6291 2.1176 -0.0977
H -1.3339 -1.1208 -1.4958
```

Summary:
M, g/mol: 114.10
E, eV: -11317.986
Gap between HOMO and LUMO (spin up / spin down), eV: 6.5 / 6.5
E_LUMO (spin up / spin down), eV: 0.7 / 0.7
Relative energy (zero: lowest compared OMol25 entry of this formula, charge and spin), eV: 3.056

Here are the Mulliken charges for atoms 1 to 4, given in e:
1 C -0.37
2 C 0.75
3 C -0.16
4 C -0.88


No. 3
ORCA calculation (ωB97M-V with the def2-TZVPD basis set) on 5 unconnected molecules or ions with the total composition C10H29F3N4O7S at a distorted geometry.

The geometry in XYZ format:
```
54
Properties=species:S:1:pos:R:3
O 0.2928 -1.4760 0.4482
H 0.5242 -0.7401 -0.2145
H -0.2928 -2.1780 0.0380
H -0.1314 -1.1000 1.3073
C -2.2333 -0.4658 4.7487
F -3.3129 -0.7204 3.9925
F -2.1663 0.8485 4.9615
F -2.3947 -1.0621 5.9281
S -0.7049 -1.1061 3.9147
O -0.9791 -0.8558 2.4915
O 0.3658 -0.3198 4.4819
O -0.6276 -2.5113 4.2300
C -2.3883 -3.0242 -1.3129
O -1.4632 -3.1090 -0.5048
N -2.4336 -3.7368 -2.4703
N -3.4534 -2.1918 -1.0754
H -3.2698 -3.8046 -3.0218
H -1.6713 -4.3061 -2.7873
H -3.5297 -1.8280 -0.1422
H -4.2267 -2.2083 -1.7129
C 3.8303 2.3975 0.8930
C 2.8197 2.8879 1.9037
C 2.0179 1.7467 2.5202
O 1.1608 1.1363 1.5389
C -0.0958 1.7533 1.4369
N 3.4693 3.7659 2.8779
H 3.3807 1.6975 0.1866
H 4.6632 1.8450 1.3445
H 4.2798 3.2477 0.3808
H 2.1213 3.5235 1.3452
H 1.4104 2.0220 3.3852
H 2.7022 0.9530 2.8354
H -0.7064 1.1287 0.7855
H 0.0061 2.7903 1.0906
H -0.6977 1.7901 2.3538
H 2.7852 4.1488 3.5236
H 4.1049 3.2415 3.4751
C 1.0922 -1.4987 -2.8540
C 0.7291 -0.0244 -2.7378
C -0.7115 0.2252 -3.1591
O -0.8473 0.3722 -4.5460
C -2.0419 -0.1912 -5.0426
N 0.9054 0.4033 -1.3410
H 2.0949 -1.6469 -2.4490
H 1.1150 -1.8614 -3.8838
H 0.3584 -2.1282 -2.3438
H 1.3654 0.5317 -3.4345
H -1.0635 1.1514 -2.6672
H -1.3525 -0.5600 -2.7298
H -2.0069 -0.1649 -6.1316
H -2.9111 0.4006 -4.7406
H -2.0972 -1.2397 -4.7366
H 1.8418 0.7941 -1.2252
H 0.3736 1.2569 -1.1543
```

Summary:
M, g/mol: 406.42
E, eV: -50121.260
Gap between HOMO and LUMO, eV: 9.0
E_LUMO, eV: -0.1
Relative energy (zero: lowest compared OMol25 entry of this formula, charge and spin), eV: 0.000

Here are the Mulliken charges for atoms 1 to 4, given in e:
1 O -0.27
2 H 0.46
3 H 0.61
4 H 0.41


- Among the records above, which one has the lowest E?
  C31H64BN2O7


- Which of these has the highest E?
  C4H6N2O2


- Which value of M does entry 2 give?
  114.10 g/mol